No. 1
Entry from the Open Molecules 2025 dataset: a single C6H8N2 molecule (the ωB97M-V functional and the def2-TZVPD basis).

```
! wB97M-V def2-TZVPD RIJCOSX def2/J DEFGRID3
* xyz 0 1
H -2.0071 -1.6321 0.7168
C 1.8500 0.3140 0.8433
H 1.4205 2.2913 0.5140
H 1.9835 1.7638 -1.0659
C 1.4112 1.2266 -0.1065
C -0.0033 0.6522 -0.4596
H 2.8028 0.5572 1.4755
C -1.1656 -1.4202 0.0098
N -1.6397 -0.6292 -1.1235
N -0.6908 0.4055 -1.5505
H 0.9558 -0.6863 2.4729
H -2.1262 -0.9294 -1.9558
H -0.5615 -2.1939 -0.4602
H -1.1735 0.4254 1.4057
C 0.8686 -0.2605 1.5348
C -0.4576 -0.1838 0.7807
*
```

Properties
E (a.u.): -342.78330
Structure (SMILES): C1=C[C@@H]2CNN=C2C1
Energy above the lowest of the compared OMol25 structures with the same formula, charge and spin (kcal/mol): 94.5
Gap between HOMO and LUMO (eV): 9.1

Löwdin atomic charge list, values in e, 6 entries:
1. H 0.12
2. C -0.19
3. H 0.16
4. H 0.16
5. C -0.19
6. C -0.24



No. 2
Entry from the Open Molecules 2025 dataset: a molecular structure, C6H8N2O (the ωB97M-V functional and the def2-TZVPD basis).

```
! wB97M-V def2-TZVPD RIJCOSX def2/J DEFGRID3
* xyz 0 1
H -0.4372 1.1035 -1.7444
H -2.7512 -0.5339 1.3114
H -1.1361 -2.4416 0.2070
H -2.2363 -1.4856 -1.0316
N 1.2136 0.2916 -0.3623
C -1.5077 -1.4357 -0.2683
C -1.8839 -0.3127 0.6151
O 1.4631 -1.9094 0.5389
C -0.0768 0.4720 -0.9170
H -1.4077 1.8965 0.8469
C -1.2369 0.8335 0.4414
H 2.9608 0.6545 0.3177
H 2.3978 2.0243 -0.4033
H 1.8097 1.6110 1.1921
C 0.9307 -1.0208 -0.0710
C 2.1280 1.2039 0.2545
N -0.2297 -0.9512 -0.9271
*
```

Properties
E (a.u.): -418.08646
Energy above the lowest of the compared OMol25 structures with the same formula, charge and spin (kcal/mol): 60.8
Gap between HOMO and LUMO (eV): 10.1

Löwdin atomic charge list, values in e, 6 entries:
1. H 0.14
2. H 0.12
3. H 0.16
4. H 0.10
5. N -0.05
6. C -0.14



No. 3
Entry from the Open Molecules 2025 dataset: 2 unconnected molecules or ions with the total composition C6H8N2O (the ωB97M-V functional and the def2-TZVPD basis).

```
! wB97M-V def2-TZVPD RIJCOSX def2/J DEFGRID3
* xyz 0 1
H 0.3395 -1.1690 2.5533
C 0.3744 0.4937 -0.9946
H -0.0137 2.3579 -0.1480
N -1.4058 -2.4666 -0.2625
H 0.6826 2.4340 -1.7845
O 0.1916 -1.5161 -2.5119
C -0.5248 -0.2104 0.8284
C 0.2116 -0.5046 -1.7024
C 0.6299 -0.4600 1.7790
H -2.3721 0.4159 0.9730
N -1.4058 0.6977 1.1224
H -0.5535 -2.1106 -2.2948
H 1.7046 2.0144 -0.3856
C 0.7130 1.9106 -0.8299
H 0.9194 0.4837 2.2357
H 1.4772 -0.8734 1.2313
C -0.9682 -1.4973 0.1913
*
```

Properties
E (a.u.): -418.02116
Structure (SMILES): [H]/N=C(/C)C#N.CC#CO
Energy above the lowest of the compared OMol25 structures with the same formula, charge and spin (kcal/mol): 101.7
Gap between HOMO and LUMO (eV): 9.5

Löwdin atomic charge list, values in e, 6 entries:
1. H 0.09
2. C -0.12
3. H 0.07
4. N 0.17
5. H 0.08
6. O 0.11



No. 4
Entry from the Open Molecules 2025 dataset: a single C6H8N2O2 molecule (the ωB97M-V functional and the def2-TZVPD basis).

```
! wB97M-V def2-TZVPD RIJCOSX def2/J DEFGRID3
* xyz 0 1
C -3.1920 -0.6546 -0.3761
H -0.8486 1.7436 -0.0535
C 2.3617 0.8509 -0.1422
O -1.4854 -0.5236 -0.2131
C 2.1435 -0.4908 0.0654
C 1.2846 1.6724 -0.1002
C -0.3197 -0.1019 0.0544
H 3.4399 1.2476 0.1388
O 2.9367 -1.4198 0.0448
H 1.3246 2.7715 0.1244
H -4.2532 0.1492 1.2854
C -3.6440 0.3011 0.4008
H -2.5327 -0.4512 -1.2137
N 0.8213 -0.8253 0.2589
H -3.3642 1.3155 0.2226
H -3.4041 -1.7315 -0.2400
N -0.0216 1.2427 -0.0581
H 0.6258 -1.8825 0.2649
*
```

Properties
E (a.u.): -493.25834
Energy above the lowest of the compared OMol25 structures with the same formula, charge and spin (kcal/mol): 118.3
Gap between HOMO and LUMO (eV): 7.5

Löwdin atomic charge list, values in e, 6 entries:
1. C -0.21
2. H 0.13
3. C -0.01
4. O -0.05
5. C -0.53
6. C -0.05



No. 5
Entry from the Open Molecules 2025 dataset: a single C6H8N2O2 molecule (the ωB97M-V functional and the def2-TZVPD basis).

```
! wB97M-V def2-TZVPD RIJCOSX def2/J DEFGRID3
* xyz 0 1
N 0.4352 0.5778 0.7078
H -0.2588 -2.4889 -0.1496
O 2.3695 0.9940 -0.5208
H 0.1946 2.4519 -0.3022
C -1.6034 1.2748 -0.3538
H -1.5308 1.4641 -1.4465
C 1.5058 0.2662 -0.1006
N -0.4295 -0.5639 0.7064
C 1.6105 -1.2470 -0.3618
O -2.3478 -1.0739 -0.5332
H 2.6008 -1.6091 -0.0645
C -0.3844 1.8127 0.3776
H 0.7310 -2.2457 1.3644
H -2.5470 1.6972 -0.0139
C 0.3734 -1.7892 0.3937
C -1.5706 -0.2563 -0.0777
H 1.5626 -1.4236 -1.4375
H -0.5545 2.3282 1.3189
*
```

Properties
E (a.u.): -493.41137
Structure (SMILES): O=C1CCN2C(=O)CCN12
Energy above the lowest of the compared OMol25 structures with the same formula, charge and spin (kcal/mol): 22.3
Gap between HOMO and LUMO (eV): 9.9

Löwdin atomic charge list, values in e, 6 entries:
1. N 0.01
2. H 0.11
3. O 0.09
4. H 0.12
5. C -0.05
6. H 0.13



No. 6
Entry from the Open Molecules 2025 dataset: a single C6H8N2O2 molecule (the ωB97M-V functional and the def2-TZVPD basis).

```
! wB97M-V def2-TZVPD RIJCOSX def2/J DEFGRID3
* xyz 0 1
C 0.4597 0.6386 0.0016
H 1.4406 -1.1176 0.9712
H -2.2278 1.9842 0.1261
H 0.4526 1.4517 -0.9893
H -4.2031 0.6563 -0.0726
H 4.7556 -0.6961 0.1817
H 0.6411 1.3683 0.9398
C -1.0211 0.2096 -0.0287
O 3.1311 1.1422 -0.0331
N -2.0894 1.0187 -0.0435
H 1.4490 -1.0956 -0.8952
C 2.7742 -0.0188 -0.0498
N -1.3857 -1.1140 -0.0178
O 3.6741 -1.0514 -0.0252
H -3.1678 -1.9501 0.0642
C 1.3732 -0.4774 -0.0812
C -3.2410 0.1786 0.0131
C -2.8152 -1.1270 -0.0614
*
```

Properties
E (a.u.): -493.33889
Structure (SMILES): O=C(O)CCc1ncc[nH]1
Energy above the lowest of the compared OMol25 structures with the same formula, charge and spin (kcal/mol): 67.8
Gap between HOMO and LUMO (eV): 9.3

Löwdin atomic charge list, values in e, 6 entries:
1. C -0.15
2. H 0.21
3. H 0.14
4. H 0.20
5. H 0.09
6. H 0.26



No. 7
Entry from the Open Molecules 2025 dataset: a single C6H8N2O2 molecule (the ωB97M-V functional and the def2-TZVPD basis).

```
! wB97M-V def2-TZVPD RIJCOSX def2/J DEFGRID3
* xyz 0 1
C 2.4764 -1.1639 -0.5176
H 2.1799 0.2331 1.1149
N -3.5778 -0.7334 0.0076
H 2.7104 0.9918 -0.3894
H -2.0808 0.0703 2.4114
O -2.9500 -0.0683 2.0135
H 1.8439 -1.9609 -0.1038
C -1.4839 0.5613 -0.0774
C 2.0602 0.2073 0.0203
H 0.5707 2.1198 -1.8906
C -2.7687 0.1047 0.4621
O -0.3556 -0.0371 0.3455
C 0.0806 1.4442 -1.1950
H 3.5158 -1.3759 -0.2352
H 2.4008 -1.1964 -1.6129
C 0.6623 0.5805 -0.3139
N -1.2916 1.3443 -1.0898
H -3.9927 -1.1214 1.0504
*
```

Properties
E (a.u.): -493.33823
Structure (SMILES): [H]/N=C(\O)c1ncc(CC)o1
Energy above the lowest of the compared OMol25 structures with the same formula, charge and spin (kcal/mol): 68.2
Gap between HOMO and LUMO (eV): 9.9

Löwdin atomic charge list, values in e, 6 entries:
1. C -0.09
2. H 0.12
3. N 0.15
4. H 0.12
5. H 0.06
6. O -0.09



> The highest energy above the lowest of the compared OMol25 structures with the same formula, charge and spin belongs to which entry?

number 4



> Which formula does entry 2 have?

C6H8N2O